Density functional theory data (ωB97M-V/def2-TZVPD) for 7 unconnected molecules or ions with the total composition H14O7 in a non-equilibrium geometry.

Values from the calculation:
SMILES   O.O.O.O.O.O.O
HOMO-LUMO gap   10.76 eV
Total energy   -535.06023 Ha
Relative energy (zero: lowest compared OMol25 entry of this formula, charge and spin)   167.0 kJ/mol

Each line ends with the Löwdin charge.
Positions of all 21 atoms, in Å:
O 0.262 -2.291 -0.494  -0.066
H 1.214 -2.460 -0.343  0.089
H -0.163 -2.960 -1.083  0.097
O 2.213 -0.102 0.849  -0.050
H 1.324 -0.255 1.222  -0.011
H 2.034 0.610 0.274  -0.011
O -2.235 2.720 -0.349  -0.018
H -1.925 3.563 -0.644  0.029
H -1.768 2.316 0.345  -0.008
O 0.425 1.593 -1.175  -0.056
H -0.089 1.085 -0.521  -0.017
H 0.079 2.465 -1.199  -0.002
O -0.600 -1.092 -2.840  -0.068
H -0.045 -1.014 -3.628  0.043
H -0.087 -1.410 -2.077  -0.020
O -0.998 -0.067 0.509  -0.032
H -0.963 -0.160 1.433  0.000
H -0.702 -0.916 0.161  0.010
O 0.330 -0.567 2.986  -0.033
H 0.692 0.177 3.471  0.068
H 1.003 -1.237 3.100  0.059



Density functional theory data (ωB97M-V/def2-TZVPD) for 7 unconnected molecules or ions with the total composition H14O7 in a non-equilibrium geometry.

Values from the calculation:
SMILES   O.O.O.O.O.O.O
HOMO-LUMO gap   10.64 eV
Total energy   -535.05819 Ha
Relative energy (zero: lowest compared OMol25 entry of this formula, charge and spin)   172.4 kJ/mol

Each line ends with the Löwdin charge.
Positions of all 21 atoms, in Å:
O -1.353 -2.360 -1.449  -0.015
H -1.374 -3.243 -1.767  0.034
H -1.558 -1.921 -2.275  0.055
O 3.194 0.937 0.255  -0.071
H 3.101 1.773 -0.174  0.006
H 2.373 1.047 0.786  -0.012
O 0.237 1.527 -1.166  -0.012
H -0.311 1.016 -0.639  -0.059
H 0.587 0.980 -1.850  0.031
O -3.506 0.763 0.242  -0.067
H -2.695 0.465 0.649  -0.034
H -3.206 0.961 -0.647  0.020
O 1.378 -1.948 -0.086  -0.034
H 0.838 -2.076 -0.870  0.007
H 1.359 -2.760 0.401  0.033
O 1.022 1.464 1.990  -0.038
H 1.605 2.146 2.360  0.087
H 0.362 2.029 1.611  0.050
O -1.004 -0.066 0.800  -0.066
H -0.316 0.207 1.413  0.026
H -0.740 -0.940 0.409  0.059



Q: The lowest relative energy (zero: lowest compared OMol25 entry of this formula, charge and spin) belongs to which entry?
A: number 1